[1]
Here is a structure of composition C29H55BrO13S at a distorted geometry from the OMol25 dataset. Energies are from ωB97M-V/def2-TZVPD.

Cartesian coordinates (Å):
C -2.50 -3.96 0.37
C -1.79 -3.38 1.62
C -0.57 -2.51 1.22
O -0.28 -1.65 2.33
C -0.11 -0.30 1.91
C -0.04 0.59 3.19
O -0.44 -0.23 4.34
S -1.16 0.74 5.42
O -2.20 0.16 6.17
O -0.26 1.48 6.22
O -1.86 1.78 4.37
C -0.91 1.88 3.30
C -1.65 2.49 2.06
C -3.17 2.30 2.27
O -3.84 3.18 2.57
Br -3.90 0.50 2.06
H -1.78 -4.36 -0.34
H -3.18 -3.21 -0.07
H -3.14 -4.79 0.71
H -1.41 -4.23 2.21
H -2.44 -2.75 2.25
H 0.32 -3.16 1.08
H -0.75 -1.96 0.28
H -0.84 0.02 1.16
H 0.89 -0.27 1.43
H 1.03 0.76 3.33
H -0.19 2.65 3.62
H -1.31 2.11 1.09
H -1.50 3.58 2.09
C -3.63 -6.42 -4.02
C -3.74 -5.59 -2.76
O -2.89 -5.62 -1.90
C -4.96 -4.72 -2.62
H -2.71 -7.00 -3.99
H -4.48 -7.10 -4.09
H -3.61 -5.77 -4.89
H -5.86 -5.33 -2.63
H -5.00 -3.99 -3.44
H -4.91 -4.18 -1.68
C 1.76 1.32 -1.56
C 0.25 1.38 -1.66
O -0.44 1.39 -0.66
C -0.35 1.43 -3.03
H 2.05 1.29 -0.51
H 2.12 0.42 -2.06
H 2.19 2.21 -2.03
H -0.07 0.53 -3.59
H 0.00 2.32 -3.55
H -1.43 1.47 -2.95
C 4.16 3.21 -4.63
C 2.75 3.71 -4.85
O 1.79 2.99 -4.68
C 2.60 5.14 -5.29
H 4.12 2.16 -4.31
H 4.72 3.27 -5.56
H 4.64 3.79 -3.85
H 3.10 5.29 -6.25
H 3.02 5.81 -4.54
H 1.54 5.37 -5.41
C 6.94 6.34 -2.93
C 5.54 6.84 -3.15
O 4.57 6.13 -2.98
C 5.39 8.28 -3.59
H 6.90 5.29 -2.62
H 7.51 6.40 -3.86
H 7.43 6.92 -2.15
H 5.89 8.43 -4.55
H 5.81 8.95 -2.84
H 4.33 8.51 -3.71
C -3.28 0.18 9.09
C -4.10 0.34 10.35
O -5.30 0.49 10.32
C -3.35 0.30 11.67
H -3.94 0.23 8.23
H -2.55 0.98 9.02
H -2.78 -0.79 9.10
H -2.62 1.11 11.70
H -2.85 -0.66 11.78
H -4.05 0.42 12.49
C -1.70 -5.92 -7.78
C -3.20 -5.85 -7.91
O -3.92 -5.84 -6.93
C -3.78 -5.80 -9.30
H -1.43 -5.95 -6.73
H -1.33 -6.82 -8.27
H -1.25 -5.04 -8.24
H -3.49 -6.70 -9.86
H -3.42 -4.91 -9.82
H -4.86 -5.75 -9.24
C 5.55 0.53 4.89
C 4.33 -0.03 4.19
O 3.99 0.38 3.10
C 3.57 -1.11 4.91
H 6.00 1.30 4.26
H 5.26 0.98 5.84
H 6.28 -0.26 5.06
H 3.19 -0.73 5.86
H 4.21 -1.97 5.08
H 2.72 -1.41 4.29

Relative energy (zero: lowest compared OMol25 entry of this formula, charge and spin) (eV): 1.050

Löwdin population analysis, charges in e, atoms 1 to 2:
1. C -0.123
2. C -0.207

=====

[2]
Here is a cluster of 3 separate species, C29H55F9N4O8PS2 in total at a distorted geometry from the OMol25 dataset. Energies are from ωB97M-V/def2-TZVPD.

Cartesian coordinates (Å):
C -0.48 -6.77 1.90
C -0.42 -5.47 2.16
N -0.73 -4.12 2.68
C -1.15 -3.17 1.62
N -2.55 -3.09 1.05
C -3.40 -2.79 2.26
C -4.57 -1.71 2.02
C -4.36 -0.74 0.75
C -5.75 -0.01 0.43
C -5.76 1.55 0.13
F -6.66 2.18 1.11
F -6.50 1.71 -1.13
C -4.38 2.32 -0.10
F -3.42 1.65 -0.93
F -4.74 3.52 -0.87
S -3.48 2.97 1.40
F -2.76 4.14 0.38
F -4.65 4.15 1.74
F -4.14 1.85 2.46
F -2.08 2.02 1.10
F -2.61 3.60 2.74
N -2.84 -4.31 0.44
C -4.30 -4.51 0.17
C -5.02 -5.74 0.98
O -5.04 -3.80 -0.58
C -2.12 -4.44 -0.90
C -1.00 -5.58 -1.19
O -2.38 -3.66 -1.89
N -0.17 -2.34 1.16
C 1.21 -2.44 1.81
C 2.22 -1.24 1.38
C 3.15 -1.61 0.07
C 3.34 -0.21 -0.73
P -0.55 -1.17 -0.17
S 0.27 -1.72 -1.88
H -0.62 -7.86 1.52
H -1.37 -4.14 3.49
H -3.81 -3.75 2.79
H -2.68 -2.32 3.05
H -4.75 -1.03 2.96
H -5.56 -2.31 1.88
H -4.10 -1.40 -0.17
H -3.46 -0.07 0.96
H -6.25 -0.58 -0.45
H -6.46 -0.21 1.34
H -5.98 -5.29 1.46
H -4.32 -5.98 1.89
H -5.21 -6.66 0.33
H -0.02 -5.32 -0.61
H -0.71 -5.65 -2.30
H -1.38 -6.62 -0.83
H 1.69 -3.42 1.45
H 1.14 -2.38 2.98
H 1.72 -0.20 1.30
H 2.98 -1.15 2.26
H 4.21 -1.91 0.44
H 2.72 -2.46 -0.56
H 4.38 -0.18 -1.22
H 2.53 0.00 -1.52
H 3.30 0.68 0.03
H -0.07 0.16 0.11
H -1.95 -1.05 -0.44
C 2.31 0.53 -5.88
O 2.82 -0.79 -5.77
C 2.10 -1.72 -6.58
C 2.99 -2.90 -6.95
O 3.91 -2.60 -8.00
C 5.01 -1.76 -7.66
C 6.06 -2.46 -6.80
O 5.63 -2.52 -5.44
C 6.20 -3.61 -4.74
H 1.28 0.58 -5.52
H 2.94 1.19 -5.28
H 2.36 0.87 -6.92
H 1.73 -1.24 -7.49
H 1.25 -2.07 -5.99
H 2.35 -3.69 -7.34
H 3.51 -3.31 -6.08
H 4.67 -0.83 -7.21
H 5.49 -1.50 -8.61
H 7.00 -1.89 -6.82
H 6.24 -3.47 -7.19
H 5.92 -4.56 -5.22
H 5.79 -3.61 -3.72
H 7.28 -3.51 -4.70
C -1.70 6.80 3.27
O -0.56 6.34 3.97
C 0.22 5.42 3.19
C 1.68 5.45 3.64
O 2.40 6.58 3.14
C 2.09 7.84 3.74
C 2.64 7.98 5.16
O 1.81 7.29 6.09
C 2.52 6.87 7.24
H -2.38 5.97 3.05
H -2.21 7.53 3.90
H -1.40 7.30 2.34
H 0.16 5.67 2.13
H -0.19 4.42 3.36
H 2.18 4.58 3.21
H 1.78 5.37 4.73
H 1.02 8.05 3.70
H 2.58 8.59 3.12
H 2.65 9.04 5.45
H 3.66 7.59 5.19
H 3.34 6.20 6.96
H 1.83 6.32 7.88
H 2.91 7.73 7.78

Total charge: +1

Löwdin population analysis, charges in e, atoms 1 to 2:
1. C 0.114
2. C -0.124

=====

[3]
Here is a cluster of 7 separate species, C29H55N2O7S in total at a distorted geometry from the OMol25 dataset. Energies are from ωB97M-V/def2-TZVPD.

Cartesian coordinates (Å):
O -2.07 -1.95 3.30
C -2.61 -1.68 2.34
N -3.13 -1.20 1.30
C -2.15 -1.39 0.19
C -2.64 -1.91 -1.17
C -1.53 -1.23 -2.08
S -0.61 -2.27 -3.25
C -0.78 -0.25 -1.22
N -1.14 -0.32 0.01
H -1.51 -2.23 0.54
H -3.61 -1.52 -1.51
H -2.70 -2.99 -1.20
H -2.14 -0.56 -2.71
H -1.08 -1.86 -4.46
H -0.03 0.44 -1.61
H -0.82 0.25 0.80
C 5.00 -1.87 -5.18
C 4.51 -2.76 -4.05
C 3.36 -1.94 -3.49
O 2.82 -1.18 -4.58
C 3.71 -1.26 -5.70
H 5.56 -2.40 -5.95
H 5.65 -1.08 -4.78
H 4.12 -3.70 -4.47
H 5.27 -3.00 -3.31
H 3.72 -1.23 -2.73
H 2.58 -2.56 -3.05
H 3.24 -1.91 -6.45
H 3.84 -0.27 -6.13
C -0.92 4.72 1.25
C -2.15 4.17 1.95
C -1.81 2.70 2.07
O -0.38 2.61 2.18
C 0.20 3.89 1.87
H -0.77 5.79 1.40
H -0.98 4.53 0.18
H -2.25 4.61 2.94
H -3.08 4.35 1.41
H -2.11 2.15 1.16
H -2.28 2.23 2.93
H 0.56 4.33 2.80
H 1.05 3.75 1.20
C 5.35 6.06 2.33
C 5.41 5.06 3.47
C 3.93 4.77 3.71
O 3.27 4.93 2.45
C 4.17 5.55 1.52
H 6.27 6.12 1.74
H 5.12 7.06 2.72
H 5.91 4.15 3.13
H 5.92 5.43 4.35
H 3.50 5.50 4.41
H 3.75 3.77 4.09
H 4.49 4.79 0.79
H 3.65 6.34 0.98
C -0.02 -6.63 -2.06
C 0.93 -7.18 -3.11
C 1.76 -5.96 -3.45
O 1.83 -5.16 -2.26
C 0.87 -5.66 -1.31
H -0.45 -7.39 -1.42
H -0.84 -6.09 -2.55
H 1.56 -7.96 -2.67
H 0.42 -7.60 -3.98
H 1.29 -5.36 -4.24
H 2.77 -6.21 -3.77
H 1.42 -6.16 -0.51
H 0.32 -4.82 -0.88
C -1.66 -6.06 3.41
C -0.48 -6.81 3.99
C 0.29 -7.20 2.74
O 0.05 -6.16 1.77
C -1.02 -5.33 2.23
H -2.14 -5.38 4.11
H -2.42 -6.76 3.05
H 0.12 -6.15 4.61
H -0.77 -7.68 4.59
H -0.07 -8.14 2.32
H 1.36 -7.28 2.91
H -0.59 -4.37 2.55
H -1.72 -5.15 1.41
C -5.41 7.90 -0.23
C -6.65 7.34 0.47
C -6.30 5.87 0.58
O -4.88 5.79 0.69
C -4.30 7.06 0.38
H -5.27 8.97 -0.09
H -5.48 7.71 -1.31
H -6.74 7.79 1.46
H -7.57 7.52 -0.07
H -6.60 5.32 -0.32
H -6.76 5.39 1.45
H -3.94 7.51 1.31
H -3.45 6.93 -0.29

Total charge: +1

Löwdin population analysis, charges in e, atoms 1 to 2:
1. O 0.256
2. C -0.300

=====

[4]
Here is a structure of composition C29H56AlClPSi at a distorted geometry from the OMol25 dataset. Energies are from ωB97M-V/def2-TZVPD.

Cartesian coordinates (Å):
Al -0.42 0.79 2.71
Cl -2.15 1.52 1.70
P -0.40 0.46 -1.04
C -0.92 0.65 4.53
H -0.14 0.73 5.28
H -1.86 1.08 4.87
C 0.96 -0.49 -1.93
C -0.41 2.23 -1.65
C 2.34 0.10 -1.58
H 0.89 -1.48 -1.43
C 3.46 -0.86 -2.02
H 2.47 1.06 -2.10
H 2.42 0.29 -0.50
C 3.35 -1.22 -3.51
H 4.43 -0.40 -1.81
H 3.40 -1.78 -1.42
C 1.95 -1.73 -3.87
H 3.58 -0.33 -4.11
H 4.10 -1.98 -3.76
C 0.84 -0.76 -3.43
H 1.88 -1.91 -4.95
H 1.78 -2.70 -3.37
H 0.93 0.18 -3.99
H -0.14 -1.19 -3.67
C -2.04 -0.24 -1.62
C 0.12 2.51 -3.07
H -1.48 2.48 -1.63
C -0.11 4.00 -3.41
H 1.19 2.28 -3.12
H -0.39 1.88 -3.81
C 0.54 4.94 -2.38
H 0.29 4.20 -4.41
H -1.19 4.19 -3.44
C 0.10 4.61 -0.95
H 1.63 4.85 -2.45
H 0.28 5.97 -2.62
C 0.31 3.13 -0.63
H 0.65 5.22 -0.23
H -0.97 4.84 -0.84
H 1.39 2.90 -0.64
H -0.06 2.92 0.38
C -2.05 -1.77 -1.45
H -2.73 0.20 -0.86
C -3.42 -2.38 -1.79
H -1.28 -2.22 -2.10
H -1.78 -2.04 -0.41
C -3.93 -1.93 -3.16
H -3.34 -3.47 -1.75
H -4.14 -2.07 -1.02
C -3.91 -0.40 -3.31
H -3.31 -2.37 -3.95
H -4.95 -2.30 -3.31
C -2.53 0.21 -3.00
H -4.21 -0.12 -4.32
H -4.65 0.04 -2.62
H -1.82 -0.09 -3.78
H -2.61 1.30 -3.04
C -0.57 -1.43 2.94
C -1.10 -0.90 4.18
H -0.78 -0.94 1.94
C -2.59 -1.27 4.32
H -0.54 -1.44 4.99
C -2.71 -2.80 4.36
H -3.02 -0.83 5.23
H -3.17 -0.86 3.49
C -2.06 -3.47 3.15
H -2.20 -3.14 5.27
H -3.77 -3.08 4.42
C -0.64 -2.91 2.85
H -2.00 -4.55 3.33
H -2.70 -3.34 2.27
H 0.04 -3.35 3.61
H -0.29 -3.23 1.86
C 2.82 -1.27 1.91
Si 2.69 0.30 2.95
C 2.44 -0.25 4.73
C 4.28 1.29 2.88
C 1.35 1.40 2.22
H 3.35 -2.04 2.51
H 3.39 -1.10 0.99
H 1.83 -1.68 1.65
H 3.41 -0.21 5.25
H 1.74 0.38 5.29
H 2.07 -1.29 4.79
H 4.66 1.35 1.85
H 4.11 2.32 3.24
H 5.05 0.83 3.52
H 1.51 1.54 1.14
H 1.44 2.41 2.68

Total charge: -1

Löwdin population analysis, charges in e, atoms 1 to 2:
1. Al -0.238
2. Cl 0.322

=====

[5]
Here is a cluster of 3 separate species, C29H56Cl2NO11PS2Si in total at a distorted geometry from the OMol25 dataset. Energies are from ωB97M-V/def2-TZVPD.

Cartesian coordinates (Å):
C 0.15 -1.86 5.54
C 0.24 -0.86 4.44
Cl -0.32 -1.47 2.92
C 0.73 0.38 4.54
Cl 1.37 0.93 6.05
C 0.81 1.35 3.39
O -0.45 1.51 2.80
C -0.66 2.62 1.91
C 0.59 3.18 1.27
C 1.31 2.21 0.32
O 1.85 2.98 -0.75
Si 2.91 2.20 -1.77
C 3.85 3.57 -2.65
C 2.08 1.15 -3.08
C 4.19 1.15 -0.90
C -1.63 2.09 0.85
C -2.47 1.04 1.19
C -3.36 0.62 0.22
C -3.38 1.25 -1.00
N -2.58 2.25 -1.37
C -1.73 2.63 -0.41
C -1.51 3.68 2.72
O -2.19 4.57 1.88
C -1.56 5.81 1.57
S -2.04 6.25 -0.14
P -0.72 4.52 4.17
O -0.46 3.38 5.25
O 0.72 5.14 3.82
S -1.83 5.90 4.94
H -0.88 -1.86 5.87
H 0.84 -1.66 6.34
H 0.34 -2.86 5.16
H 1.52 0.92 2.69
H 1.24 2.27 3.79
H 0.33 4.02 0.64
H 1.34 3.55 1.96
H 2.14 1.77 0.88
H 0.65 1.41 -0.02
H 4.33 3.20 -3.55
H 3.23 4.43 -2.85
H 4.64 3.89 -1.96
H 1.17 1.59 -3.49
H 1.89 0.13 -2.77
H 2.78 1.06 -3.91
H 4.90 0.77 -1.62
H 4.73 1.74 -0.17
H 3.75 0.31 -0.36
H -2.46 0.57 2.15
H -4.05 -0.18 0.42
H -4.10 0.91 -1.73
H -1.08 3.46 -0.66
H -2.27 3.07 3.19
H -0.48 5.79 1.65
H -1.96 6.59 2.19
H -0.86 6.48 -0.72
H -0.54 3.80 6.11
H 1.43 4.48 3.86
C -5.92 -6.24 6.23
O -4.74 -6.48 5.49
C -4.34 -5.42 4.65
C -2.87 -5.06 4.80
O -2.48 -4.53 6.06
C -2.50 -5.36 7.21
C -1.51 -6.51 7.23
O -1.83 -7.52 6.27
C -0.74 -7.96 5.50
H -6.81 -6.52 5.66
H -5.88 -6.86 7.13
H -5.99 -5.20 6.54
H -4.94 -4.52 4.83
H -4.49 -5.73 3.61
H -2.67 -4.26 4.09
H -2.23 -5.90 4.51
H -3.51 -5.71 7.43
H -2.22 -4.70 8.03
H -1.56 -6.98 8.22
H -0.50 -6.13 7.08
H -0.02 -7.16 5.29
H -1.13 -8.32 4.54
H -0.22 -8.79 5.99
C 3.81 1.19 -11.48
O 2.65 1.32 -10.68
C 1.66 0.33 -10.90
C 1.16 -0.30 -9.61
O 2.10 -1.07 -8.88
C 3.19 -0.43 -8.24
C 2.84 0.47 -7.07
O 2.15 1.64 -7.47
C 1.00 1.95 -6.71
H 3.68 1.70 -12.44
H 4.64 1.65 -10.94
H 4.07 0.14 -11.66
H 2.03 -0.46 -11.57
H 0.81 0.81 -11.39
H 0.38 -1.01 -9.90
H 0.67 0.44 -8.98
H 3.83 0.08 -8.96
H 3.79 -1.25 -7.83
H 3.78 0.78 -6.60
H 2.26 -0.10 -6.33
H 0.48 1.06 -6.36
H 0.32 2.51 -7.35
H 1.28 2.58 -5.85

Relative energy (zero: lowest compared OMol25 entry of this formula, charge and spin) (eV): 0.000
SMILES: C/C(Cl)=C(\Cl)CO[C@@](CCO[Si](C)(C)C)(c1cccnc1)[C@H](OCS)P(O)(O)=S.COCCOCCOC.COCCOCCOC

Löwdin population analysis, charges in e, atoms 1 to 2:
1. C -0.127
2. C -0.713

=====

Calculated highest occupied orbital energy, -8.96, -10.47, -11.15, -2.39, -8.97 eV (same order as the records).